Record 1
Below is 2 unconnected molecules or ions with the total composition C5H9NO, with properties calculated with wB97M-V/def2-TZVPD.

## Properties
- E_tot: -325.84072 Eh
- HOMO level: -9.55 eV
- Largest force on an atom: 1.2 eV/Å
- HOMO-LUMO gap: 10.094 eV
- Relative energy (zero: lowest compared OMol25 entry of this formula, charge and spin): 2.6349 eV
- Net charge: 0
- SMILES: C=C(C)C#N.CO

Element x y z (Å)
C: 1.1722 0.3548 0.5119
C: 1.2228 0.1002 -0.8013
C: 0.0947 -0.0062 -1.8064
C: 2.5466 0.1812 -1.3630
N: 3.5762 0.4767 -1.8059
H: 2.0658 0.2950 1.1236
H: 0.2668 0.6515 1.0100
H: 0.4001 -0.6409 -2.6457
H: -0.8101 -0.4245 -1.3629
H: -0.1379 0.9816 -2.2159
C: -1.9099 -0.0469 1.7103
O: -1.2246 -0.8017 0.7380
H: -2.9849 -0.2253 1.6284
H: -1.7206 1.0121 1.4910
H: -1.5784 -0.2311 2.7414
H: -0.9787 -1.6767 1.0463



Record 2
Below is a molecular structure, C40H73NO17P2, with properties calculated with wB97M-V/def2-TZVPD.

## Properties
- E_tot: -3584.37941 Eh
- HOMO level: -8.80 eV
- Largest force on an atom: 5.4 eV/Å
- HOMO-LUMO gap: 8.421 eV
- Net charge: 0

Element x y z (Å)
C: 3.4419 1.1722 2.9496
C: 4.2168 0.8271 2.0621
O: 5.3230 0.4981 1.2594
P: 6.3099 1.8600 1.0692
O: 5.4769 3.1205 0.9842
O: 7.0653 1.6868 -0.4596
C: 6.1796 2.3342 -1.3671
C: 6.4213 3.6941 -1.9603
C: 5.4067 4.2860 -2.8601
N: 4.1729 3.8042 -3.3037
C: 4.0245 2.5296 -2.7630
C: 4.8869 1.7436 -1.8547
O: 7.4253 2.0959 2.2967
P: 6.5451 2.9523 3.5467
O: 6.8712 4.6084 3.4508
O: 7.0789 2.3784 5.0551
H: 2.8739 1.2374 3.9214
H: 7.3690 4.2580 -1.7168
H: 5.6631 5.3211 -3.2724
H: 3.0576 2.0120 -3.0827
H: 4.5641 0.7195 -1.5027
H: 6.0559 5.1287 3.6131
H: 6.3310 2.5008 5.6808
C: 7.3053 0.4595 -5.3911
C: 6.0082 1.1733 -5.6717
O: 5.0013 0.9238 -5.0405
C: 6.0099 2.2086 -6.7655
H: 7.1563 -0.2562 -4.5804
H: 7.6319 -0.0824 -6.2812
H: 8.0675 1.1795 -5.0865
H: 6.2790 1.7443 -7.7168
H: 6.7148 3.0061 -6.5218
H: 5.0116 2.6399 -6.8563
C: 0.4976 -3.2901 1.7907
C: 1.5491 -2.3277 2.2755
O: 1.2570 -1.3549 2.9440
C: 2.9790 -2.6182 1.8990
H: -0.4831 -2.9586 2.1347
H: 0.4948 -3.3180 0.6990
H: 0.6906 -4.2862 2.1936
H: 3.0848 -2.6169 0.8120
H: 3.2817 -3.5850 2.3067
H: 3.6267 -1.8446 2.3147
C: -3.6250 -3.8344 0.6446
C: -3.4594 -4.5542 1.9566
O: -2.4090 -5.0941 2.2539
C: -4.6421 -4.5801 2.8855
H: -2.6934 -3.8965 0.0780
H: -4.4195 -4.3008 0.0624
H: -3.8559 -2.7823 0.8248
H: -5.4835 -5.0815 2.4020
H: -4.9170 -3.5628 3.1642
H: -4.3802 -5.1308 3.7883
C: 4.5124 8.0813 -6.8446
C: 4.6685 7.3975 -5.5115
O: 5.7080 6.8504 -5.1977
C: 3.4875 7.4153 -4.5792
H: 5.4416 7.9882 -7.4098
H: 3.7081 7.6094 -7.4125
H: 4.2976 9.1413 -6.6957
H: 2.6376 6.9135 -5.0451
H: 3.2259 8.4450 -4.3278
H: 3.7460 6.8854 -3.6607
C: -0.9799 8.0867 -2.5052
C: -0.4125 7.8368 -3.8750
O: 0.3261 8.6397 -4.4132
C: -0.7948 6.5483 -4.5556
H: -0.6218 9.0501 -2.1356
H: -2.0707 8.1137 -2.5530
H: -0.6502 7.3031 -1.8207
H: -1.8770 6.5079 -4.6942
H: -0.4590 5.6988 -3.9576
H: -0.3142 6.5000 -5.5347
C: 3.5928 -4.2561 -4.8304
C: 3.1963 -3.0450 -4.0251
O: 2.4172 -3.1324 -3.0964
C: 3.8038 -1.7237 -4.4171
H: 3.0802 -5.1357 -4.4370
H: 3.3033 -4.1196 -5.8743
H: 4.6704 -4.4161 -4.7553
H: 3.5236 -1.4747 -5.4423
H: 4.8901 -1.7713 -4.3234
H: 3.4303 -0.9428 -3.7539
C: -1.4369 3.4691 -0.0919
C: -0.6800 4.7546 -0.2965
O: -0.9513 5.5095 -1.2118
C: 0.4259 5.0692 0.6758
H: -2.2022 3.3732 -0.8640
H: -0.7546 2.6200 -0.1676
H: -1.9240 3.4759 0.8852
H: 1.1906 4.2907 0.6340
H: 0.0209 5.1468 1.6869
H: 0.8831 6.0233 0.4076
C: -3.3739 -1.1489 6.5535
C: -4.6636 -1.6216 5.9337
O: -4.6760 -2.1840 4.8567
C: -5.9350 -1.3691 6.7019
H: -2.5421 -1.3970 5.8917
H: -3.4020 -0.0659 6.6898
H: -3.2183 -1.6462 7.5132
H: -6.0760 -0.2959 6.8448
H: -5.8926 -1.8762 7.6682
H: -6.7837 -1.7607 6.1386
C: -8.4376 -4.3661 5.2548
C: -9.5753 -3.3846 5.3501
O: -9.4356 -2.3056 5.8920
C: -10.8946 -3.7926 4.7470
H: -7.5525 -3.9398 5.7296
H: -8.6996 -5.2917 5.7711
H: -8.2079 -4.5698 4.2072
H: -11.2665 -4.6928 5.2404
H: -10.7747 -3.9710 3.6765
H: -11.6207 -2.9902 4.8890
C: -3.6696 -6.8106 6.1431
C: -5.1643 -6.9639 6.2624
O: -5.9048 -6.6864 5.3404
C: -5.7048 -7.4761 7.5728
H: -3.4216 -6.4345 5.1494
H: -3.3083 -6.0977 6.8872
H: -3.1845 -7.7790 6.2815
H: -5.4332 -6.7925 8.3799
H: -5.3091 -8.4737 7.7740
H: -6.7931 -7.5361 7.5164
C: -3.6720 -5.5275 -3.2870
C: -4.5016 -4.2881 -3.0737
O: -5.0781 -4.0875 -2.0238
C: -4.5875 -3.3074 -4.2140
H: -3.7002 -6.1412 -2.3850
H: -4.0776 -6.1079 -4.1183
H: -2.6354 -5.2508 -3.4900
H: -5.0336 -3.7896 -5.0863
H: -3.5914 -2.9326 -4.4581
H: -5.2161 -2.4653 -3.9199



Record 3
Below is a single C5H8O2 molecule, with properties calculated with wB97M-V/def2-TZVPD.

## Properties
- E_tot: -345.76979 Eh
- HOMO level: -9.93 eV
- Largest force on an atom: 0.4 eV/Å
- HOMO-LUMO gap: 10.832 eV
- Relative energy (zero: lowest compared OMol25 entry of this formula, charge and spin): 0.9570 eV
- Net charge: 0
- SMILES: O[C@@H]1C=CC[C@@H]1O

Element x y z (Å)
O: 0.4069 0.7906 -1.8485
C: 0.8645 0.2556 -0.6042
C: 0.6041 -1.2234 -0.4992
C: -0.3313 -1.4990 0.4075
C: -0.7799 -0.2853 1.1813
C: 0.0557 0.8765 0.5880
O: -0.7491 1.9475 0.1614
H: -0.3140 0.2297 -2.1605
H: 1.9277 0.5173 -0.5547
H: 1.0899 -1.9446 -1.1549
H: -0.7152 -2.4953 0.6204
H: -0.5658 -0.4212 2.2498
H: -1.8540 -0.0766 1.0790
H: 0.7781 1.2347 1.3359
H: -0.6106 2.0012 -0.8005



Record 4
Below is 2 unconnected molecules or ions with the total composition CH4N2P2, with properties calculated with wB97M-V/def2-TZVPD.

## Properties
- E_tot: -832.46732 Eh
- HOMO level (spin up / spin down): -7.49 / -8.97 eV
- 2S+1: 3
- Largest force on an atom: 3.7 eV/Å
- HOMO-LUMO gap (spin up / spin down): 7.864 / 7.390 eV
- Relative energy (zero: lowest compared OMol25 entry of this formula, charge and spin): 3.0575 eV
- Expectation value of S²: 2.004
- Net charge: 0

Element x y z (Å)
C: 0.0925 -0.5632 -0.2388
N: 1.0027 0.5775 -0.2394
N: -0.7555 -0.5084 0.9730
P: 1.9244 -0.8667 -0.0641
P: -1.6632 -0.8149 -0.4714
H: 0.8617 1.1899 -1.1055
H: -1.0130 0.4067 1.3727
H: 2.0592 -0.8057 1.3542
H: -2.5088 1.3847 -1.5806



Record 5
Below is a single C4H5ClS2 molecule, with properties calculated with wB97M-V/def2-TZVPD.

## Properties
- E_tot: -1411.86587 Eh
- HOMO level: -8.92 eV
- Largest force on an atom: 4.3 eV/Å
- HOMO-LUMO gap: 8.410 eV
- Relative energy (zero: lowest compared OMol25 entry of this formula, charge and spin): 2.6596 eV
- Net charge: 0
- SMILES: C/C(=C/Cl)SC=S

Element x y z (Å)
C: 1.2456 -0.2345 -0.8160
C: 0.2489 0.5727 -0.0270
C: -0.4090 1.4697 -0.8221
Cl: -1.4533 2.8976 -0.3213
S: 0.0488 0.3121 1.7516
C: -0.9053 -1.2314 1.8814
S: -1.8102 -1.8608 0.6782
H: 0.8079 -0.3468 -2.0135
H: 2.4308 0.3387 -0.8039
H: 1.2478 -1.3089 -0.4784
H: -0.3870 1.2415 -1.8719
H: -1.0650 -1.8499 2.8430



Record 6
Below is 2 unconnected molecules or ions with the total composition C7H14O, with properties calculated with wB97M-V/def2-TZVPD.

## Properties
- E_tot: -350.30324 Eh
- HOMO level: -8.76 eV
- Largest force on an atom: 1.9 eV/Å
- HOMO-LUMO gap: 9.607 eV
- Relative energy (zero: lowest compared OMol25 entry of this formula, charge and spin): 1.5299 eV
- Net charge: 0
- SMILES: C=C(/C=C/C)CC.O

Element x y z (Å)
C: 0.0092 0.5448 -2.2895
C: -0.2771 0.4486 -0.9935
C: -0.8331 -0.8418 -0.5241
C: -0.9772 -1.2841 0.7255
C: -1.4821 -2.6644 1.0125
C: -0.0149 1.4869 0.0523
C: 0.7608 2.7464 -0.3618
H: 0.4336 1.4564 -2.7016
H: -0.2719 -0.2220 -2.9976
H: -0.9736 -1.5529 -1.3310
H: -0.7059 -0.6158 1.5311
H: -1.0205 -3.0903 1.9085
H: -2.5588 -2.6640 1.2177
H: -1.3132 -3.3187 0.1609
H: 0.5576 1.0760 0.8822
H: -0.9456 1.7080 0.5846
H: 0.1887 3.6698 -0.3612
H: 1.1695 2.6449 -1.3711
H: 1.6406 2.9031 0.2636
O: 2.3886 -0.5650 1.8690
H: 1.7920 -0.3639 1.1240
H: 2.4333 -1.5021 1.5995



Record 7
Below is 2 unconnected molecules or ions with the total composition C8H18IO7P2, with properties calculated with wB97M-V/def2-TZVPD.

## Properties
- E_tot: -1822.39442 Eh
- HOMO level: -12.63 eV
- Largest force on an atom: 1.2 eV/Å
- HOMO-LUMO gap: 8.323 eV
- Net charge: +1

Element x y z (Å)
C: 1.5944 1.4294 0.6644
C: 1.0743 0.8972 -0.6300
O: 1.0743 -0.2411 -0.9951
O: 0.5382 1.9188 -1.4492
C: -0.6487 1.6371 -2.0589
O: -0.7405 1.0976 -3.1205
C: -1.8862 2.0674 -1.2947
P: -2.7309 0.6339 -0.5351
C: -4.5047 0.9999 -0.5827
C: -2.3408 -0.8330 -1.5448
O: -2.8826 -1.9578 -0.8933
O: -2.0995 -3.0890 -1.2538
P: -2.1317 0.5150 1.6269
O: -3.5661 0.2663 2.3366
I: -0.9918 -1.6101 1.8744
H: 0.7857 1.3877 1.3979
H: 2.4544 0.8459 0.9788
H: 1.8533 2.4808 0.5408
H: -2.5925 2.4619 -2.0266
H: -1.6654 2.8074 -0.5245
H: -5.0619 0.1747 -1.0236
H: -4.6645 1.8925 -1.1894
H: -4.8568 1.2294 0.4223
H: -2.7257 -0.7044 -2.5621
H: -1.2499 -0.9080 -1.6248
H: -1.4464 -3.1433 -0.5342
H: -4.1026 -0.4285 1.9226
C: 4.9233 -2.2137 1.4929
C: 4.6311 -0.8570 0.8827
O: 4.5151 0.1661 1.8780
H: 4.1396 -2.4907 2.1988
H: 4.9894 -2.9827 0.7229
H: 5.8681 -2.1952 2.0395
H: 3.6804 -0.8783 0.3487
H: 5.4131 -0.5831 0.1684
H: 5.3545 0.2066 2.3464



Record 8
Below is 2 unconnected molecules or ions with the total composition C4H14N3O, with properties calculated with wB97M-V/def2-TZVPD.

## Properties
- E_tot: -400.10838 Eh
- HOMO level: -13.21 eV
- Largest force on an atom: 1.5 eV/Å
- HOMO-LUMO gap: 10.290 eV
- Relative energy (zero: lowest compared OMol25 entry of this formula, charge and spin): 0.6575 eV
- Net charge: +1

Element x y z (Å)
N: 1.4456 -1.1379 0.2016
C: 2.1053 0.2099 0.2683
C: 1.7002 1.0542 1.4680
N: 2.4682 2.2887 1.3491
H: 1.2823 -1.4764 1.1469
H: 0.5098 -1.1437 -0.2602
H: 2.0750 -1.8094 -0.2336
H: 3.1736 0.0106 0.3708
H: 1.9978 0.7353 -0.6777
H: 0.6181 1.2373 1.4699
H: 2.0056 0.5764 2.3979
H: 2.1823 2.8529 0.5653
H: 2.3536 2.8605 2.1778
C: -2.0670 0.6594 -0.2494
C: -1.9796 -0.7288 -0.8332
N: -2.9084 -1.0031 -1.7780
O: -1.0912 -1.5231 -0.5446
H: -2.7523 1.3244 -0.7608
H: -1.0446 1.0457 -0.3145
H: -2.2772 0.6213 0.8193
H: -2.8593 -1.9007 -2.2304
H: -3.3005 -0.2353 -2.2952



What is the E_tot in the sixth record?
-350.30324 Eh